{
  "formula": "C44H40F5NO3",
  "method": "ωB97M-V/def2-TZVPD",
  "smiles": "NCCc1cccc2c1C(=O)C(CCO)=CC2=O.Fc1ccccc1.Fc1ccccc1.Fc1ccccc1.Fc1ccccc1.Fc1ccccc1",
  "de_lowest_ev": 6.1698,
  "gap_ev": 7.68,
  "molar_mass_g_mol": 725.8,
  "energy_ha": -2480.1987,
  "lumo_ev": -0.92,
  "elements": ["N", "C", "C", "C", "C", "C", "C", "C", "C", "C", "O", "C", "C", "C", "O", "C", "C", "O", "H", "H", "H", "H", "H", "H", "H", "H", "H", "H", "H", "H", "H", "H", "H", "F", "C", "C", "C", "C", "C", "C", "H", "H", "H", "H", "H", "F", "C", "C", "C", "C", "C", "C", "H", "H", "H", "H", "H", "F", "C", "C", "C", "C", "C", "C", "H", "H", "H", "H", "H", "F", "C", "C", "C", "C", "C", "C", "H", "H", "H", "H", "H", "F", "C", "C", "C", "C", "C", "C", "H", "H", "H", "H", "H"],
  "coordinates": [[3.90721, -0.14182, -0.86387], [5.01618, 0.84532, -0.73358], [5.53900, 1.17936, -2.24518], [4.25400, 1.43499, -3.19345], [3.55128, 0.28358, -4.01225], [2.34229, 0.55111, -4.96185], [1.75895, 1.98652, -5.13274], [2.41059, 3.13620, -4.33984], [3.63348, 2.84984, -3.38714], [4.25373, 4.13179, -2.63012], [4.66926, 4.08212, -1.44337], [4.24592, 5.48674, -3.51146], [5.48447, 6.51908, -3.42570], [5.06269, 7.99602, -2.96016], [6.29185, 8.70073, -2.57865], [3.12450, 5.74807, -4.36303], [1.92535, 4.67013, -4.46120], [0.73174, 5.00843, -4.65426], [3.26642, -0.11650, -0.06386], [4.25417, -1.09313, -1.05262], [5.84139, 0.37562, -0.08774], [4.58833, 1.80335, -0.26398], [6.19161, 0.31257, -2.64435], [6.18055, 2.13355, -2.13089], [4.00617, -0.75607, -3.89151], [1.91963, -0.34130, -5.54015], [0.86614, 2.13936, -5.83615], [5.87040, 6.60802, -4.51460], [6.36252, 6.07380, -2.82311], [4.62817, 8.60739, -3.83625], [4.33571, 7.88694, -2.08504], [6.86114, 8.73050, -3.38370], [3.01776, 6.68861, -4.99266], [3.82786, -0.99503, 1.84305], [3.13059, -0.95846, 2.99249], [2.43643, -2.08626, 3.39665], [1.71434, -2.05684, 4.58469], [1.68848, -0.89366, 5.35112], [2.38689, 0.23629, 4.93253], [3.11680, 0.20271, 3.74837], [2.46344, -2.97768, 2.78085], [1.17233, -2.93735, 4.91263], [1.12180, -0.86893, 6.27641], [2.36206, 1.14272, 5.52795], [3.67279, 1.06973, 3.41095], [0.31047, -4.95716, 2.88496], [0.21174, -4.94211, 1.54506], [0.36191, -3.74446, 0.86471], [0.26726, -3.72738, -0.52067], [0.01091, -4.90787, -1.21374], [-0.14473, -6.10574, -0.52087], [-0.03816, -6.12464, 0.86661], [0.55391, -2.83202, 1.41709], [0.39223, -2.79519, -1.06078], [-0.06739, -4.89283, -2.29634], [-0.34851, -7.02416, -1.06109], [-0.14702, -7.04906, 1.42166], [0.23766, -2.04125, -3.73098], [-0.89744, -1.32363, -3.66331], [-1.14373, -0.35005, -4.61600], [-2.32052, 0.38921, -4.54994], [-3.23196, 0.15211, -3.52273], [-2.97007, -0.82616, -2.56668], [-1.79876, -1.57167, -2.64151], [-0.41955, -0.17428, -5.40212], [-2.52698, 1.14918, -5.29608], [-4.14777, 0.73217, -3.46839], [-3.67635, -1.00726, -1.76554], [-1.58199, -2.34301, -1.91229], [-3.89003, -1.99640, -0.19553], [-5.02950, -1.77465, 0.48191], [-5.96655, -2.79026, 0.58837], [-7.14352, -2.56204, 1.29396], [-7.37421, -1.31746, 1.87557], [-6.42794, -0.30335, 1.75764], [-5.24586, -0.53445, 1.06156], [-5.77302, -3.74937, 0.12214], [-7.88035, -3.35220, 1.39022], [-8.29464, -1.13901, 2.42230], [-6.61102, 0.66646, 2.20788], [-4.49393, 0.24046, 0.96720], [-6.20552, 0.80115, 5.21016], [-5.94722, -0.32234, 5.89908], [-5.52010, -1.45319, 5.22118], [-5.24753, -2.61557, 5.93499], [-5.41573, -2.63670, 7.31762], [-5.85013, -1.49623, 7.98723], [-6.11226, -0.33028, 7.27514], [-5.40288, -1.42018, 4.14412], [-4.90529, -3.50394, 5.41506], [-5.20710, -3.54533, 7.87340], [-5.98457, -1.51540, 9.06352], [-6.44267, 0.56938, 7.78098]],
  "forces_ev_per_a": [[0.20, 0.34, 0.07], [-0.36, -0.48, -0.61], [-0.71, 0.41, 0.59], [-2.64, 0.92, -2.22], [-0.92, 3.37, -0.35], [2.08, 2.37, 2.11], [2.72, -0.74, 2.31], [0.99, -2.45, 0.22], [-0.59, -1.48, -1.08], [-0.13, -0.46, 1.10], [-1.11, 0.39, -4.24], [-1.68, 0.55, -1.35], [-0.54, -0.70, -1.09], [0.83, -0.55, -0.52], [-0.71, -0.53, -0.67], [1.40, -1.75, 1.89], [-1.06, 0.22, -0.30], [4.16, -1.21, 0.48], [0.71, -0.29, -0.58], [-0.34, 0.74, 0.50], [-0.76, 1.17, -0.94], [0.86, -1.47, -0.75], [-1.21, 1.40, 0.52], [-1.01, -1.55, -0.59], [-0.94, 1.60, -0.34], [0.64, 1.59, 0.98], [1.59, -0.03, 1.30], [-0.53, -0.21, 1.67], [-1.69, 0.89, -0.59], [0.11, -1.26, 1.41], [1.25, 0.64, -1.12], [-0.71, -0.04, 0.92], [0.15, -1.33, 1.03], [0.09, -0.04, 0.08], [-0.43, 0.02, 0.77], [0.04, -0.19, -0.14], [0.10, 0.33, 0.03], [-0.01, -0.01, 0.00], [-0.06, -0.32, -0.10], [0.11, 0.15, -0.11], [0.05, 0.04, 0.06], [0.06, 0.07, -0.10], [0.06, 0.00, -0.11], [0.04, -0.08, -0.09], [-0.03, -0.06, -0.02], [0.03, 0.01, 0.21], [-0.08, -0.02, -0.87], [0.05, 0.18, 0.22], [-0.03, -0.33, -0.01], [-0.01, 0.00, -0.06], [0.06, 0.32, 0.08], [-0.01, -0.13, 0.13], [-0.05, -0.07, 0.00], [0.05, -0.09, 0.09], [0.01, 0.01, 0.11], [0.04, 0.08, 0.09], [0.00, 0.07, 0.01], [0.20, -0.15, -0.02], [-0.73, 0.47, 0.07], [0.09, 0.03, -0.18], [-0.06, -0.19, 0.28], [0.10, 0.01, -0.09], [-0.02, 0.32, -0.41], [0.08, -0.14, 0.11], [-0.06, -0.05, 0.06], [0.07, -0.07, 0.07], [0.10, -0.06, 0.00], [0.29, 0.15, -0.49], [-0.06, 0.05, -0.04], [0.05, -0.37, 0.47], [-0.79, 0.11, 0.54], [0.09, -0.18, -0.10], [0.16, 0.32, 0.04], [-0.05, -0.02, 0.00], [-0.07, -0.26, -0.11], [0.19, 0.11, -0.07], [0.03, 0.06, 0.02], [0.10, 0.06, -0.04], [0.11, -0.01, -0.05], [0.07, -0.11, -0.03], [-0.02, -0.06, -0.02], [-0.04, 0.15, -0.10], [0.17, -0.71, 0.43], [0.04, 0.03, -0.22], [-0.11, 0.22, 0.28], [0.01, -0.06, 0.00], [0.07, -0.08, -0.30], [-0.07, 0.17, 0.04], [-0.01, 0.03, 0.06], [-0.05, 0.11, 0.01], [-0.03, 0.10, -0.06], [0.02, 0.04, -0.11], [0.00, -0.03, -0.07]]
}